(1)
DFT (wB97M-V/def2-TZVPD) results for 11 unconnected molecules or ions with the total composition C32H43N11.

- SMILES = c1cc[nH]c1.c1cc[nH]c1.c1cc[nH]c1.c1cc[nH]c1.c1cc[nH]c1.CC#N.CC#N.CC#N.CC#N.CC#N.CC#N
- maximum force (eV/A) = 1.86
- relative energy (zero: lowest compared OMol25 entry of this formula, charge and spin) (kcal/mol) = 22.8
- calculated total energy (hartree) = -1847.36370
- total charge = 0
- lowest unoccupied orbital energy (eV) = 0.4319
- E_HOMO (eV) = -8.162

Positions of all 86 atoms, in Å:
C: -3.40032 -4.13992 -0.75899
C: -1.98087 -3.85771 -0.78377
N: -0.84710 -3.69799 -0.84796
H: -3.84988 -4.20831 -1.74612
H: -3.97058 -3.44546 -0.14479
H: -3.59245 -5.10517 -0.27921
C: 4.32617 2.46959 -1.71799
C: 4.17946 3.08484 -0.41777
N: 4.03207 3.57109 0.61229
H: 5.33415 2.32210 -2.09286
H: 3.76151 2.95565 -2.51765
H: 3.84956 1.48666 -1.67935
C: 3.32631 -4.53488 -0.77234
C: 3.83867 -4.24778 0.55196
N: 4.22220 -3.95114 1.58963
H: 3.93724 -4.03111 -1.52282
H: 2.28603 -4.22175 -0.88471
H: 3.30517 -5.57953 -1.08689
C: -3.60569 -0.92642 1.56376
C: -3.74987 -1.50697 2.91098
N: -3.88810 -1.94975 3.96019
H: -3.31070 -1.77332 0.94775
H: -2.89433 -0.11119 1.66236
H: -4.55279 -0.55694 1.18017
C: -0.19396 -4.94018 4.75617
C: -0.08626 -3.85681 3.80068
N: -0.00657 -2.97223 3.07346
H: -1.23685 -5.23362 4.89528
H: 0.12075 -4.58065 5.73734
H: 0.35098 -5.84805 4.51517
C: 3.32183 -0.18124 1.97900
C: 4.42327 -0.06487 1.03441
N: 5.31287 0.05310 0.31925
H: 3.61165 0.04307 2.99967
H: 2.95114 -1.20787 1.95265
H: 2.56426 0.44394 1.49804
N: -0.31514 2.50347 3.42785
C: -1.49148 1.83058 3.61321
C: -1.17256 0.52870 3.98198
C: 0.27009 0.48254 4.04667
C: 0.75195 1.73328 3.79723
H: -0.20137 3.45404 3.11810
H: -2.41154 2.38793 3.56484
H: -1.79105 -0.23879 4.41528
H: 0.81710 -0.43167 4.21413
H: 1.75645 2.10944 3.69383
N: 0.24900 0.37134 -4.00286
C: 1.30126 -0.40988 -4.41773
C: 1.18020 -0.58226 -5.77737
C: 0.06213 0.19322 -6.19729
C: -0.49824 0.75374 -5.07895
H: 0.04386 0.53890 -3.03202
H: 1.87118 -0.87669 -3.62953
H: 1.91284 -1.14235 -6.33516
H: -0.16834 0.45963 -7.21595
H: -1.29356 1.47078 -4.96609
N: -0.02534 0.39868 1.00862
C: 0.21079 -0.86127 0.51675
C: 0.92770 -0.78084 -0.65019
C: 1.09487 0.62015 -0.90382
C: 0.43449 1.30104 0.06785
H: -0.35595 0.61988 1.93888
H: -0.11899 -1.69271 1.11900
H: 1.20653 -1.62856 -1.25268
H: 1.74859 1.13445 -1.59192
H: 0.32511 2.36872 0.19194
N: -1.09793 5.86586 0.28929
C: -1.21092 5.15032 -0.88496
C: 0.07774 4.82965 -1.24825
C: 0.98950 5.35559 -0.31454
C: 0.21027 5.92912 0.66428
H: -1.86747 6.33628 0.72597
H: -2.14705 4.92694 -1.36202
H: 0.33902 4.14745 -2.04802
H: 2.05820 5.40031 -0.42034
H: 0.53651 6.61768 1.43091
N: -2.16823 -0.18375 -1.43431
C: -2.65363 -0.95064 -2.48297
C: -3.99167 -0.64237 -2.61437
C: -4.25214 0.44588 -1.73388
C: -3.09113 0.75154 -1.08464
H: -1.19992 -0.14137 -1.14474
H: -1.93265 -1.51804 -3.04763
H: -4.69434 -0.96163 -3.36539
H: -5.23759 0.85597 -1.56605
H: -2.87610 1.47052 -0.30989

(2)
DFT (wB97M-V/def2-TZVPD) results for a molecular structure, C32H44AsCl5CoO8PS2.

- maximum force (eV/A) = 2.36
- relative energy (zero: lowest compared OMol25 entry of this formula, charge and spin) (kcal/mol) = 45.4
- calculated total energy (hartree) = -8904.88076
- total charge = 0
- lowest unoccupied orbital energy (spin up / spin down) (eV) = -2.7632 / -2.3790
- E_HOMO (spin up / spin down) (eV) = -7.984 / -8.003

Positions of all 94 atoms, in Å:
Co: 0.17815 0.99353 0.51337
O: 0.11549 5.30478 -0.28748
As: 0.06550 4.01313 0.85880
O: -0.93973 4.46255 2.03285
O: -0.54067 2.64369 0.07489
C: 1.86468 3.63628 1.53053
C: 2.14538 4.00486 2.83976
C: 3.39964 3.75157 3.37160
C: 4.37090 3.13521 2.59660
C: 4.08132 2.75538 1.29539
C: 2.82739 3.00467 0.77563
S: 2.47342 2.45925 -0.88838
O: 1.62490 3.45936 -1.49841
O: 3.73314 2.23283 -1.54666
O: 1.75235 1.14845 -0.73943
H: 0.58232 4.94768 -1.05614
H: 1.36913 4.49975 3.41267
H: 3.62117 4.03823 4.39050
H: 5.35358 2.95755 3.00753
H: 4.80553 2.26483 0.66339
Cl: -5.47795 2.87697 4.96818
C: -4.04292 2.34326 4.20225
C: -4.08514 1.85931 2.89453
Cl: -5.56852 1.80903 2.04266
C: -2.92266 1.42826 2.28133
Cl: -2.91466 0.97751 0.63693
C: -1.67721 1.39603 2.95318
O: -0.62932 0.85159 2.43791
C: -1.66415 1.95761 4.25181
Cl: -0.16459 2.07650 5.06111
C: -2.81477 2.42395 4.86058
Cl: -2.73522 3.11526 6.42251
C: -3.97490 -3.36593 -0.92983
C: -2.94403 -3.52194 0.19652
C: -1.98425 -2.32624 0.23764
C: -1.70411 -1.84232 -1.18510
C: -2.97669 -1.23024 -1.78403
C: -4.23441 -1.88902 -1.20362
P: -0.22347 -0.68025 -1.19604
C: -0.16240 0.18616 -2.84454
C: -0.28475 -0.74110 -4.06423
C: -0.70759 0.05345 -5.30651
C: -0.07826 1.44110 -5.28621
C: -0.63248 2.27072 -4.11832
C: -1.11927 1.37006 -2.97681
C: 1.28540 -1.79638 -1.34965
C: 1.11262 -3.13710 -2.08928
C: 0.95309 -4.30090 -1.11435
C: 2.23096 -4.49832 -0.29271
C: 2.92191 -3.15640 -0.00698
C: 1.89546 -2.02750 0.03985
H: -4.90322 -3.87125 -0.65898
H: -3.60381 -3.83271 -1.84554
H: -2.38317 -4.44711 0.04467
H: -3.45399 -3.60114 1.15726
H: -1.05962 -2.60882 0.74520
H: -2.42361 -1.51306 0.81208
H: -1.41572 -2.71543 -1.77655
H: -2.96673 -1.37108 -2.86553
H: -3.01795 -0.16137 -1.58450
H: -5.05805 -1.77476 -1.90872
H: -4.52319 -1.39243 -0.27782
H: 0.84508 0.61682 -2.82133
H: -1.01756 -1.52836 -3.88708
H: 0.67832 -1.21761 -4.25236
H: -1.79324 0.15441 -5.34066
H: -0.40129 -0.49175 -6.20127
H: -0.26942 1.94990 -6.23106
H: 1.00252 1.33278 -5.19292
H: -1.46471 2.88835 -4.46065
H: 0.14530 2.93659 -3.74209
H: -2.13023 1.02140 -3.18712
H: -1.14019 1.94659 -2.05006
H: 1.98679 -1.16902 -1.90884
H: 2.00856 -3.31527 -2.68796
H: 0.27253 -3.11584 -2.78487
H: 0.72344 -5.21195 -1.66800
H: 0.11348 -4.11383 -0.44699
H: 2.92129 -5.15093 -0.83018
H: 1.98665 -4.99469 0.64882
H: 3.65432 -2.93290 -0.78426
H: 3.46442 -3.21823 0.93893
H: 2.35335 -1.09113 0.36134
H: 1.10907 -2.28121 0.75671
C: 3.51160 -0.13823 3.62952
S: 1.79365 0.45456 3.30317
C: 1.00965 -1.15408 3.70336
O: 1.81161 0.53403 1.80386
H: 3.56045 -0.57816 4.62095
H: 4.17729 0.71709 3.56911
H: 3.78482 -0.85767 2.86326
H: 1.07418 -1.29590 4.77607
H: 1.50879 -1.95502 3.17221
H: -0.03074 -1.08830 3.40305

(3)
DFT (wB97M-V/def2-TZVPD) results for a molecular structure, C32H44DyN10O2S.

- ⟨S²⟩ = 9.3327
- maximum force (eV/A) = 0.42
- multiplicity = 6
- calculated total energy (hartree) = -3227.12883
- total charge = +1
- lowest unoccupied orbital energy (eV) = -1.8384
- E_HOMO (eV) = -8.511

Positions of all 90 atoms, in Å:
Dy: -0.17703 -0.04187 0.07812
N: 1.43656 -1.51786 -1.20420
C: 1.83712 -1.30393 -2.60163
C: 2.28890 0.12831 -2.77423
N: 1.30636 1.08972 -2.25571
C: 0.27863 1.38911 -3.25055
C: -0.85150 2.23032 -2.67455
N: -1.37263 1.62018 -1.44313
C: 2.01080 2.30020 -1.81774
C: 2.70540 2.07398 -0.49049
N: 1.71221 1.65641 0.51268
H: 2.29533 -1.39056 -0.61968
H: 1.17332 -2.48890 -1.06806
H: 1.01565 -1.52723 -3.27425
H: 2.65846 -1.96907 -2.88696
H: 2.51167 0.32825 -3.83200
H: 3.22144 0.25726 -2.22683
H: -0.12859 0.44141 -3.61224
H: 0.70292 1.90501 -4.12595
H: -1.63341 2.35311 -3.42849
H: -0.50327 3.23553 -2.43890
H: -2.09246 0.94537 -1.68404
H: -1.80299 2.29962 -0.82486
H: 1.29391 3.11403 -1.70925
H: 2.73942 2.62381 -2.57445
H: 3.21521 2.99182 -0.18353
H: 3.46765 1.29959 -0.54488
H: 1.17930 2.45807 0.83316
H: 2.22367 1.28183 1.31402
C: -0.67422 4.55830 2.34299
C: -0.87752 3.06604 2.33150
O: -0.79853 2.40415 1.29108
N: -1.17420 2.48864 3.50296
C: -1.47712 1.06814 3.58814
C: -0.28079 0.19806 3.85751
C: 0.12300 -0.01666 5.16549
C: 1.21170 -0.83432 5.42786
C: 1.84856 -1.43167 4.35928
C: 1.37472 -1.17593 3.07934
N: 0.34114 -0.37072 2.80933
H: -0.20742 4.86316 1.41064
H: -0.05551 4.87364 3.18243
H: -1.64044 5.05646 2.43007
H: -1.14322 3.04887 4.33859
H: -1.92960 0.77204 2.64508
H: -2.21242 0.93223 4.38253
H: -0.42635 0.44934 5.97370
H: 1.54484 -1.00199 6.44301
H: 2.70934 -2.07406 4.47991
H: 1.89673 -1.59483 2.23262
O: -2.26765 -0.02033 0.70455
C: -3.54876 -0.28250 0.61346
C: -4.42194 0.09734 1.65576
C: -5.77277 -0.15630 1.59640
C: -6.32285 -0.80531 0.49394
C: -5.49075 -1.18547 -0.53395
C: -4.10925 -0.93999 -0.50441
C: -3.26897 -1.38342 -1.61451
N: -1.94790 -1.28543 -1.75156
C: -1.65770 -1.89565 -2.95483
C: -2.78718 -2.35312 -3.54728
N: -3.79999 -2.02145 -2.69108
H: -4.00518 0.61009 2.51040
H: -6.40951 0.15620 2.41429
H: -7.38298 -1.00662 0.44109
H: -5.94206 -1.68758 -1.38024
H: -0.65809 -1.99394 -3.32123
H: -2.95731 -2.87361 -4.47187
H: -4.77403 -2.21778 -2.83608
N: -1.49851 -4.34898 1.35044
C: -0.15875 -4.63031 1.43409
C: 0.47585 -3.48767 1.06235
N: -0.45628 -2.51618 0.74721
C: -1.63102 -3.07433 0.93650
H: -2.25579 -4.97509 1.56402
H: 0.21263 -5.58893 1.74620
H: 1.53691 -3.30397 1.00601
H: -2.58695 -2.59707 0.80894
S: 3.75149 -0.77517 0.84210
C: 4.78316 -2.08305 1.40445
C: 5.67862 -1.88307 2.45757
C: 6.48330 -2.91293 2.91662
C: 6.41482 -4.17487 2.34078
C: 5.52711 -4.38896 1.29500
C: 4.72376 -3.35834 0.83517
H: 5.74346 -0.90162 2.91117
H: 7.17219 -2.72783 3.73106
H: 7.04556 -4.97762 2.69774
H: 5.46205 -5.36535 0.83076
H: 4.04287 -3.53572 0.00895